{"formula": "C27H28Cl2N9O3SSn", "method": "ωB97M-V/def2-TZVPD", "charge": 1, "lumo_energy_ev": [-4.145, -4.145], "homo_lumo_gap_ha": [0.2012, 0.2012], "spin_multiplicity": 1, "total_energy_ha": -3296.6605, "e_above_lowest_kj_mol": 75.1, "elements": ["Sn", "Cl", "Cl", "S", "O", "O", "O", "N", "N", "N", "N", "N", "N", "N", "N", "N", "C", "C", "C", "C", "C", "C", "C", "C", "C", "C", "C", "C", "C", "C", "C", "C", "C", "C", "C", "C", "C", "C", "C", "C", "C", "C", "C", "H", "H", "H", "H", "H", "H", "H", "H", "H", "H", "H", "H", "H", "H", "H", "H", "H", "H", "H", "H", "H", "H", "H", "H", "H", "H", "H", "H"], "coordinates": [[0.113721, 0.140439, -2.242258], [6.756521, 0.140439, -0.848758], [4.034021, 0.140439, -5.395358], [-0.800479, 1.723339, -0.659358], [1.556621, 0.140439, -3.568658], [-0.599479, -1.210861, -3.477258], [-1.949279, -2.116761, -5.086558], [1.595421, 0.140439, -0.882258], [-0.957679, -2.679161, 0.726342], [-1.440679, 3.713939, 1.175142], [-1.236479, -3.322661, 3.042542], [-2.054579, -4.203761, 3.654142], [-0.639779, 1.561439, -3.546958], [-2.384579, -3.692961, 4.832342], [-0.663079, -1.204561, -0.897258], [-3.122479, 2.375339, 0.587642], [3.955621, 0.140439, 0.551842], [5.165521, 0.140439, -2.987658], [2.760421, 0.140439, -1.558358], [-2.000579, -1.342261, -0.642758], [1.422821, -2.247461, -0.029358], [-0.263479, -0.144261, 4.733842], [-0.667179, -3.659161, 1.754842], [3.997921, 0.140439, -0.862558], [-1.189279, 0.091739, -5.378758], [1.597721, 0.140439, 0.462742], [-1.752779, -2.486161, 4.965542], [-1.755479, 2.605739, 0.359142], [-1.766479, -1.560661, 6.018242], [-3.592579, 3.295539, 1.489142], [-0.997779, -2.223261, 3.827142], [-0.046279, -2.033461, -0.079658], [-2.584379, 4.102639, 1.845242], [5.193121, 0.140439, -1.603958], [-1.257479, -1.196361, -4.555858], [-2.209679, -2.265961, 0.350342], [2.742621, 0.140439, 1.224342], [3.938221, 0.140439, -3.649758], [-0.152979, 4.352739, 1.307442], [2.690221, 0.140439, -2.969258], [-0.237179, -1.058761, 3.673842], [-1.630879, 1.282239, -4.551158], [-1.012679, -0.387861, 5.887242], [6.087121, 0.140439, -3.559558], [2.694021, 0.140439, 2.305142], [0.166821, 4.717039, 0.326842], [1.668321, -3.295961, -0.224058], [-2.592579, 1.077639, -4.068658], [0.412821, -3.757261, 1.891742], [-3.114979, -2.637361, 0.812942], [-0.206079, 5.188839, 2.010342], [-2.740579, -0.772961, -1.190558], [-0.914879, 2.469339, -2.764458], [-3.655779, 1.640139, 0.145542], [0.267721, 2.095839, -3.912958], [-1.761579, 2.160139, -5.191958], [0.574321, 3.618039, 1.665042], [-2.596579, 4.933939, 2.533442], [-1.015379, 0.343139, 6.692942], [-0.168779, 0.219439, -5.759558], [-2.351779, -1.754261, 6.910542], [-4.621679, 3.306739, 1.813242], [-1.846579, 0.000639, -6.252158], [4.869821, 0.140439, 1.137442], [1.924021, -1.637961, -0.787858], [1.823921, -1.964761, 0.948342], [-1.637079, 0.140439, -2.242258], [0.612321, 0.140439, 0.915942], [-1.075079, -4.618161, 1.417742], [0.336321, -0.848761, 2.777642], [0.307021, 0.779839, 4.653842]], "atomic_forces_ev_per_a": [[-4.804, -1.493, -2.579], [-0.307, -0.005, 0.193], [-0.505, 0.012, 0.704], [-0.805, 3.073, 2.807], [0.728, 0.213, -0.793], [0.492, -3.296, -0.752], [1.907, 1.828, 2.309], [2.340, 2.126, 2.282], [1.130, 0.436, -0.394], [-1.429, -1.747, -1.033], [0.163, 0.072, -0.689], [-0.520, 1.499, 2.155], [3.232, 8.412, 1.326], [0.347, -1.237, -1.845], [-0.527, -3.349, 2.961], [2.332, 0.633, -0.169], [-0.343, 0.021, 0.271], [-0.236, 0.000, 1.043], [1.554, 0.333, 0.189], [-1.219, -0.557, 0.618], [0.263, -1.854, -0.158], [0.227, -0.447, -0.977], [0.179, -0.456, 0.127], [0.343, -0.054, 0.596], [-0.170, -0.050, -0.265], [-1.035, 1.421, -0.996], [0.137, 0.488, 0.283], [-1.481, 1.888, 2.143], [0.284, 0.641, 0.138], [-0.804, -0.094, 0.208], [0.037, -0.225, -0.332], [-0.359, -0.778, 0.829], [0.117, 0.331, 0.210], [0.599, 0.005, -0.888], [-2.317, -1.669, -4.003], [0.136, 0.904, -0.729], [1.072, 0.406, -0.548], [-0.732, -0.023, -0.301], [0.509, -0.222, -0.374], [3.297, -0.067, -0.843], [-0.017, 0.544, 0.478], [-0.523, 0.171, -1.028], [-0.752, -0.886, 0.398], [-0.147, -0.003, 0.097], [-0.045, -0.027, -0.061], [0.057, 0.004, 0.196], [-0.122, -0.024, 0.127], [0.252, -0.005, 0.067], [-0.072, 0.083, -0.363], [0.208, 0.084, -0.094], [-0.167, -0.258, -0.165], [0.289, -0.120, -0.049], [0.182, -3.484, -2.782], [0.255, 0.095, -0.010], [-2.450, -1.436, -0.248], [-0.054, -0.066, 0.142], [-0.006, 0.174, -0.044], [0.071, -0.087, -0.114], [0.002, -0.183, -0.169], [-0.042, 0.122, 0.153], [0.066, 0.016, -0.092], [0.132, -0.012, -0.048], [0.147, -0.122, 0.337], [0.030, 0.000, -0.284], [-0.228, -1.751, 0.556], [-0.048, -0.558, -0.237], [-0.864, 0.695, 0.007], [0.114, 0.142, -0.069], [0.045, 0.085, 0.483], [-0.055, -0.112, 0.089], [-0.089, -0.207, 0.005]], "mulliken_charge": [0.952, -0.227, -0.177, -0.096, -0.664, -0.370, -0.728, 0.019, 0.237, 0.301, 0.694, -0.742, -0.405, -0.497, 0.352, 0.073, -0.802, -0.638, 0.750, -0.738, -0.974, -0.536, -0.995, -0.044, -0.483, -0.401, -0.088, -0.315, -0.645, -0.639, 0.830, 0.884, -0.145, 0.638, 0.542, -0.852, -1.721, 0.221, -0.684, -0.064, 0.000, -0.664, -0.701, 0.501, 0.613, 0.289, 0.567, 0.229, 0.488, 0.477, 0.325, 0.642, 0.351, 0.223, 0.442, 0.451, 0.228, 0.421, 0.383, 0.228, 0.430, 0.436, 0.372, 0.469, -0.302, 0.438, -0.137, 0.753, 0.349, 0.453, 0.419]}